Run i
This record from OMol25 describes a 8-piece molecular cluster, C24H64O24S8 overall. The level of theory is the ωB97M-V functional and the def2-TZVPD basis.

Calculated values
Multiplicity   1
Charge   0
HOMO-LUMO gap   10.2 eV
Structure (SMILES)   CCOS(C)(=O)=O.CCOS(C)(=O)=O.CCOS(C)(=O)=O.CCOS(C)(=O)=O.CCOS(C)(=O)=O.CCOS(C)(=O)=O.CCOS(C)(=O)=O.CCOS(C)(=O)=O
LUMO level   -0.03 eV

Geometry as XYZ:
```
120
C24H64O24S8 the ωB97M-V functional and the def2-TZVPD basis
C 3.0667 -12.1708 -24.7343
C 1.6102 -11.8110 -24.6871
O 0.9217 -11.5917 -25.9460
S -0.5865 -12.3085 -26.0721
C -1.4375 -11.2474 -27.3321
O -0.4293 -13.6533 -26.6275
O -1.3333 -12.0835 -24.8218
H 3.7834 -11.3498 -24.7545
H 3.4579 -12.8858 -25.4580
H 3.4222 -12.3878 -23.7270
H 1.2320 -12.6886 -24.1626
H 1.3648 -10.9075 -24.1290
H -1.2436 -11.7100 -28.2999
H -1.1571 -10.2015 -27.2072
H -2.4728 -11.3633 -27.0115
C -3.5669 -16.6449 -37.4227
C -4.9614 -16.2325 -37.9283
O -5.9759 -16.5868 -36.9941
S -6.7703 -15.3944 -35.9894
C -5.2962 -14.9086 -34.9868
O -7.3440 -14.2797 -36.8185
O -7.5225 -16.2475 -35.0443
H -2.7798 -16.1988 -38.0307
H -3.5091 -17.7282 -37.3168
H -3.3808 -16.2913 -36.4086
H -5.0336 -15.1679 -38.1512
H -5.1187 -16.6870 -38.9064
H -4.8924 -14.1286 -35.6323
H -4.6922 -15.7212 -34.5829
H -5.7115 -14.1540 -34.3189
C 6.1557 -17.7361 -28.5123
C 4.7093 -17.8870 -29.0909
O 4.5971 -17.7238 -30.5210
S 3.1270 -17.6542 -31.1931
C 2.4808 -19.3825 -30.8317
O 2.3324 -16.7026 -30.4477
O 3.2902 -17.5299 -32.6616
H 6.3565 -17.8650 -27.4487
H 6.5709 -16.7909 -28.8620
H 6.9635 -18.3603 -28.8944
H 4.4528 -18.9400 -28.9745
H 4.1317 -17.1401 -28.5463
H 3.0661 -20.2490 -31.1395
H 1.4028 -19.4103 -30.9908
H 2.3739 -19.4170 -29.7475
C -1.5671 -12.5735 -31.8364
C -1.3862 -14.1069 -31.7649
O -0.9165 -14.3494 -33.0437
S -0.5260 -15.8825 -33.4622
C 1.1913 -15.4972 -33.9782
O -0.4122 -16.7610 -32.2569
O -1.3830 -16.2812 -34.5756
H -2.3752 -12.3132 -32.5200
H -0.5935 -12.1305 -32.0458
H -1.8458 -12.0733 -30.9090
H -0.5720 -14.3776 -31.0927
H -2.2720 -14.7060 -31.5536
H 1.0810 -14.7478 -34.7620
H 1.5462 -16.4348 -34.4059
H 1.8219 -15.1438 -33.1624
C 2.5061 -9.1002 -26.6907
C 2.2514 -9.0201 -28.2229
O 0.9030 -8.7614 -28.4754
S 0.0059 -9.3322 -29.7658
C 0.5820 -8.0887 -31.0561
O 0.4699 -10.6925 -30.1270
O -1.3842 -9.0928 -29.4856
H 2.9555 -8.1813 -26.3144
H 3.0549 -10.0122 -26.4556
H 1.5974 -9.2639 -26.1113
H 2.8180 -8.2109 -28.6837
H 2.4968 -9.9538 -28.7289
H -0.0608 -8.3268 -31.9035
H 1.6013 -8.3018 -31.3782
H 0.3626 -7.1095 -30.6303
C 3.2031 -19.6209 -35.1820
C 4.6575 -19.7503 -35.2011
O 4.8915 -21.0819 -34.6615
S 6.4709 -21.3632 -33.9474
C 7.4642 -20.7574 -35.4142
O 6.6586 -20.4304 -32.8672
O 6.6696 -22.8251 -33.7404
H 2.7682 -20.2579 -35.9521
H 2.8528 -18.6072 -35.3763
H 2.8650 -19.9382 -34.1955
H 5.1076 -19.7418 -36.1938
H 5.1946 -18.9684 -34.6641
H 7.1341 -19.7970 -35.8103
H 7.2390 -21.4799 -36.1986
H 8.4580 -20.7146 -34.9686
C -4.0247 -9.0291 -31.2874
C -4.4890 -9.6882 -32.4818
O -4.2331 -8.9567 -33.7319
S -2.7616 -9.3643 -34.4922
C -2.7052 -8.2109 -35.8240
O -1.6884 -9.0502 -33.5466
O -2.8936 -10.6416 -35.1109
H -4.5878 -9.3320 -30.4047
H -4.3411 -8.0127 -31.5220
H -2.9532 -9.1302 -31.1152
H -4.4220 -10.7762 -32.4819
H -5.5722 -9.5770 -32.4330
H -1.6988 -8.2378 -36.2419
H -2.9103 -7.2760 -35.3025
H -3.5266 -8.4204 -36.5092
C -0.6541 -9.6887 -39.5237
C -1.0342 -11.1573 -39.6302
O -1.8212 -11.4820 -38.4961
S -1.8982 -13.0428 -37.8408
C -0.8755 -12.8982 -36.2257
O -3.2530 -13.4588 -37.4006
O -1.2084 -13.9841 -38.7006
H -1.5946 -9.1568 -39.3803
H -0.2679 -9.3530 -40.4860
H 0.1013 -9.5205 -38.7561
H -1.5711 -11.1891 -40.5783
H -0.0725 -11.6662 -39.6949
H -1.0081 -11.8945 -35.8218
H 0.1620 -13.0452 -36.5258
H -1.2907 -13.7430 -35.6762
```

Run ii
This record from OMol25 describes a 8-piece molecular cluster, C24H64O24S8 overall. The level of theory is the ωB97M-V functional and the def2-TZVPD basis.

Calculated values
Multiplicity   1
Charge   0
HOMO-LUMO gap   10.1 eV
Structure (SMILES)   CCOS(C)(=O)=O.CCOS(C)(=O)=O.CCOS(C)(=O)=O.CCOS(C)(=O)=O.CCOS(C)(=O)=O.CCOS(C)(=O)=O.CCOS(C)(=O)=O.CCOS(C)(=O)=O
LUMO level   -0.05 eV

Geometry as XYZ:
```
120
C24H64O24S8 the ωB97M-V functional and the def2-TZVPD basis
C 8.5690 25.8280 14.1170
C 9.4120 27.0920 13.7060
O 8.5720 28.2820 14.0100
S 9.3740 29.7080 14.3350
C 8.0090 30.6690 14.9170
O 10.1300 29.5500 15.5140
O 9.9350 30.2070 13.1340
H 9.4490 25.1370 14.0140
H 7.8060 25.3900 13.4160
H 8.1790 25.8240 15.3140
H 10.2340 27.0510 14.2830
H 9.7190 26.9530 12.6480
H 7.2540 30.8130 14.0020
H 8.5120 31.5990 15.2850
H 7.4660 30.2220 15.7010
C 12.5960 26.3930 10.9840
C 11.6430 26.5610 9.9060
O 12.3040 26.4370 8.7430
S 11.3220 26.3830 7.3710
C 12.4270 26.0820 6.0240
O 10.5390 25.2540 7.6010
O 10.8440 27.7290 7.2800
H 13.3280 27.1810 10.7340
H 12.8930 25.3610 10.8080
H 12.5670 26.8370 12.0670
H 10.9740 25.6330 10.0140
H 10.9680 27.3550 10.0980
H 13.2140 25.4690 6.3740
H 13.0330 27.1530 5.6680
H 11.9960 26.0350 5.0400
C 11.8290 22.0050 7.9380
C 13.1590 21.5920 7.7240
O 13.9910 22.7440 8.0300
S 15.6320 22.4350 8.1370
C 16.3380 23.9770 8.4330
O 15.6600 21.5460 9.1930
O 15.9560 22.1530 6.7260
H 11.4200 22.4960 8.8810
H 11.1440 21.0520 8.0290
H 11.4270 22.6350 7.2020
H 13.3700 20.6910 8.3200
H 13.5040 21.3010 6.7040
H 15.9770 24.3900 9.4020
H 16.0390 24.6480 7.7750
H 17.4820 23.6000 8.8360
C 19.9170 27.1100 15.4310
C 18.9830 28.0540 16.2890
O 18.3000 28.8990 15.4230
S 16.8250 29.4560 15.9470
C 16.3580 30.6880 14.7720
O 15.7330 28.4870 15.8850
O 16.9550 30.1280 17.2000
H 19.3890 26.5080 14.8440
H 20.6810 26.5810 16.1410
H 20.4440 27.8190 15.0410
H 18.1920 27.2500 16.7630
H 19.2310 28.6230 17.1230
H 16.2790 30.3560 13.8340
H 16.8890 31.7420 14.7940
H 15.3020 30.8870 14.9320
C 17.1820 22.2880 12.3100
C 17.6170 22.4900 13.7460
O 18.9650 22.0090 13.7950
S 19.9570 22.4990 15.0470
C 21.4380 21.6190 14.7050
O 20.1160 23.8910 14.7650
O 19.1890 22.0830 16.3090
H 17.6560 23.2170 11.6800
H 16.1040 22.4340 12.1720
H 17.6500 21.4140 11.9060
H 17.5710 23.4960 14.0480
H 16.9790 21.7770 14.3190
H 22.2970 21.9950 15.4170
H 21.6450 21.8130 13.6460
H 21.1750 20.5630 14.7630
C 12.9960 21.8300 11.6980
C 12.7970 22.7660 12.8250
O 13.8460 23.7450 12.8980
S 13.7330 24.7810 14.1630
C 15.2100 25.8080 13.8130
O 12.5110 25.4730 14.0340
O 14.0550 24.0590 15.4000
H 14.1600 21.6370 11.4240
H 12.7000 22.1150 10.7310
H 12.6730 20.9330 12.0110
H 11.9290 23.3000 12.8240
H 12.7970 22.2220 13.8020
H 15.1460 26.5140 14.5210
H 15.0690 26.2010 12.9250
H 16.0750 25.3510 13.8510
C 14.5370 27.3510 19.3970
C 15.7410 26.6380 18.5820
O 16.3140 25.6590 19.5660
S 17.2480 24.4570 18.7960
C 16.2690 23.1840 18.1210
O 18.1290 25.1240 17.8690
O 18.0260 23.8630 19.8690
H 13.8480 26.5340 19.7800
H 13.9690 28.0600 18.6920
H 15.0110 28.0230 20.0360
H 15.4630 26.2730 17.6600
H 16.4540 27.3220 17.9280
H 16.9800 22.5530 17.5730
H 15.3660 23.2970 17.7080
H 15.8150 22.6600 18.9340
C 11.4310 27.1380 17.3840
C 10.7430 25.7550 17.7160
O 10.8510 24.8350 16.7810
S 10.0730 23.3970 16.9740
C 10.6000 22.4440 15.6930
O 10.5280 23.0330 18.2860
O 8.6630 23.7390 16.7800
H 11.1020 27.6140 16.5140
H 12.4290 26.6920 17.3700
H 11.1760 27.8740 18.2570
H 11.3110 25.3120 18.6230
H 9.7800 25.8150 17.9320
H 9.9760 21.4480 15.6990
H 11.4800 21.9740 15.8070
H 10.2820 22.9580 14.8990
```

It is run ii that is the least stable of them.

Run i
This record from OMol25 describes one molecule with the formula C8H9NO3S. The level of theory is the ωB97M-V functional and the def2-TZVPD basis.

Calculated values
Multiplicity   1
Charge   0
HOMO-LUMO gap   10.1 eV
Structure (SMILES)   CC(=O)c1ccccc1[S@@](=N)(=O)O
LUMO level   0.20 eV

Geometry as XYZ:
```
22
C8H9NO3S the ωB97M-V functional and the def2-TZVPD basis
C -0.2289 2.1876 1.2010
C -0.7095 1.7446 -0.1885
O -1.1250 2.4978 -1.0401
C -0.8414 0.1918 -0.2909
C -2.0656 -0.3267 -0.4577
C -2.2019 -1.6768 -0.5469
C -1.2288 -2.4688 -0.0169
C 0.0655 -1.8935 0.2559
C 0.2953 -0.5894 -0.0383
S 2.0343 -0.1248 -0.2138
N 2.6915 -0.0595 1.1393
O 2.5979 -0.9732 -1.2669
O 2.0243 1.3237 -0.9460
H 0.6524 1.6226 1.5044
H -1.2152 2.0054 1.7759
H 0.0387 3.2423 1.1694
H -3.0115 0.2306 -0.7327
H -3.0246 -2.1502 -1.1572
H -1.2622 -3.5234 -0.0132
H 0.9005 -2.5597 0.6185
H 3.6737 0.1841 1.0706
H 1.9407 1.1156 -1.8258
```

Run ii
This record from OMol25 describes one molecule with the formula C8H9NO3S. The level of theory is the ωB97M-V functional and the def2-TZVPD basis.

Calculated values
Multiplicity   1
Charge   0
HOMO-LUMO gap (alpha / beta)   7.0 / 7.0 eV
LUMO level (alpha / beta)   -0.60 / -0.60 eV

Geometry as XYZ:
```
22
C8H9NO3S the ωB97M-V functional and the def2-TZVPD basis
C 3.2988 0.4077 -0.2926
C 2.4113 1.2695 -0.8537
C 2.8053 -0.6937 0.4597
C 1.0673 1.2903 -0.4929
C 1.4683 -0.7254 0.8189
C 0.6534 0.3081 0.3862
C -2.3885 -1.1179 -1.2027
C -0.6880 0.2127 0.8818
N -1.6321 1.0127 0.4422
O -1.5506 1.8188 -0.4753
O -2.8566 0.7685 0.9088
O -1.0382 -0.8436 1.6473
S -3.7077 -0.3471 -0.5896
H 4.3610 0.3839 -0.7564
H 2.8077 1.9881 -1.6943
H 3.5180 -1.2329 0.9398
H 0.2436 1.9460 -0.8239
H 1.2049 -1.4338 1.5869
H -2.2149 -1.0252 -2.3108
H -2.0080 -1.9766 -0.6428
H -1.9927 -0.6985 1.7614
H -3.7623 -1.3116 0.3019
```

It is run ii that is the least stable of them.

Run i
This record from OMol25 describes an isolated ion of composition C2H7N2OS and charge +1. The level of theory is the ωB97M-V functional and the def2-TZVPD basis.

Calculated values
Multiplicity   1
Charge   +1
HOMO-LUMO gap   10.0 eV
LUMO level   -4.39 eV

Geometry as XYZ:
```
13
C2H7N2OS the ωB97M-V functional and the def2-TZVPD basis
C -0.2479 -0.7752 -0.4770
C 0.6264 1.2273 0.7240
N 0.3886 -1.7215 0.2477
N 0.0029 0.5182 -0.3571
O -2.0779 -0.8923 -2.9830
S -1.4721 -1.6613 -1.6272
H 1.5831 1.5548 0.4733
H -0.0352 2.1180 1.0767
H 0.6832 0.6416 1.6072
H 1.2190 -1.7876 0.7986
H 0.0712 -2.6268 -0.0629
H -0.6665 1.0954 -0.9269
H -1.5344 -1.1153 -3.7806
```

Run ii
This record from OMol25 describes a 2-piece molecular cluster, C2H7N2OS overall. The level of theory is the ωB97M-V functional and the def2-TZVPD basis.

Calculated values
Multiplicity   1
Charge   +1
HOMO-LUMO gap   7.1 eV
LUMO level   -5.27 eV

Geometry as XYZ:
```
13
C2H7N2OS the ωB97M-V functional and the def2-TZVPD basis
C -1.2483 -0.1595 0.5472
C 1.3076 -1.0489 -0.9830
N -1.9658 2.2974 1.2332
N 1.9878 0.0445 -1.3297
O -2.1449 -0.4823 1.4442
S -1.0625 1.5072 0.1486
H 0.3084 -0.8546 -0.6277
H 2.0420 -1.9318 -1.0222
H -1.4747 2.9013 2.0138
H -2.5179 2.9347 0.6102
H -2.2710 -1.4937 1.7010
H 1.4581 0.8810 -1.4565
H 2.9437 0.1707 -1.4938
```

It is run ii that is the least stable of them.

Run i
This record from OMol25 describes a 4-piece molecular cluster, C3H8S2 overall. The level of theory is the ωB97M-V functional and the def2-TZVPD basis.

Calculated values
Multiplicity   1
Charge   0
HOMO-LUMO gap   7.1 eV
LUMO level   -1.54 eV

Geometry as XYZ:
```
13
C3H8S2 the ωB97M-V functional and the def2-TZVPD basis
C 2.6593 0.4711 0.2295
C 0.1815 0.3392 -0.6016
C -2.1513 0.5785 0.5626
H 3.4507 0.1934 1.1671
H 3.3404 0.4294 -0.8087
H 2.7155 1.6562 0.3847
H 1.0253 0.0239 -1.4010
H 0.1338 1.3290 -0.5702
H -2.9230 -0.7052 1.7945
H -0.7164 1.5313 1.1554
H -3.3028 1.6417 -0.3776
S 1.0910 -0.4988 0.7961
S -1.5823 -0.4032 -0.9515
```

Run ii
This record from OMol25 describes one molecule with the formula C3H8S2. The level of theory is the ωB97M-V functional and the def2-TZVPD basis.

Calculated values
Multiplicity   1
Charge   0
HOMO-LUMO gap   8.7 eV
Structure (SMILES)   CCCSS
LUMO level   0.48 eV

Geometry as XYZ:
```
13
C3H8S2 the ωB97M-V functional and the def2-TZVPD basis
C 1.4831 -0.9469 -0.9956
C 0.8428 -0.5181 0.2621
C -0.4915 0.1913 -0.0396
S -1.2103 0.8824 1.5734
S -2.8824 1.7811 0.6101
H 0.8485 -1.7166 -1.4700
H 2.3244 -1.3713 -0.6134
H 1.6599 -0.2072 -1.8278
H 0.6529 -1.3400 1.0255
H 1.4628 0.3492 0.7667
H -0.2591 0.9956 -0.6903
H -1.1606 -0.5731 -0.4068
H -3.2704 2.4738 1.8056
```

Run iii
This record from OMol25 describes one molecule with the formula C3H8S2. The level of theory is the ωB97M-V functional and the def2-TZVPD basis.

Calculated values
Multiplicity   1
Charge   0
HOMO-LUMO gap   9.5 eV
Structure (SMILES)   CCSSC
LUMO level   0.90 eV

Geometry as XYZ:
```
13
C3H8S2 the ωB97M-V functional and the def2-TZVPD basis
C -0.7135 -1.7328 -1.8270
C 0.5387 -1.0658 -1.3183
S 0.4013 -0.8062 0.4885
S 0.5591 1.1622 0.8456
C -1.0509 1.8827 0.4493
H -0.7864 -2.7531 -1.4811
H -0.6953 -1.7890 -2.9098
H -1.6376 -1.2031 -1.5820
H 1.3821 -1.7483 -1.3592
H 0.7948 -0.1194 -1.7842
H -1.5463 2.3590 1.2934
H -0.8954 2.6635 -0.2958
H -1.7132 1.1212 0.0487
```

Run iv
This record from OMol25 describes a 2-piece molecular cluster, C3H8S2 overall. The level of theory is the ωB97M-V functional and the def2-TZVPD basis.

Calculated values
Multiplicity   1
Charge   0
HOMO-LUMO gap   9.4 eV
Structure (SMILES)   C=CC.SS
LUMO level   0.44 eV

Geometry as XYZ:
```
13
C3H8S2 the ωB97M-V functional and the def2-TZVPD basis
C -1.0565 0.1651 0.6754
C -1.2201 -0.0632 -0.5930
C -0.2807 0.3724 -1.7859
H -1.7764 0.0032 1.3174
H -0.3527 0.9241 1.0847
H -2.0769 -0.4657 -1.0209
H 0.0162 1.3845 -1.5375
H 0.5168 -0.2991 -1.7405
H -0.7348 0.3985 -2.7094
S 1.1946 -1.5006 1.9849
S 2.7323 -0.3197 1.3356
H 0.7845 -0.7281 2.8788
H 2.2539 0.1286 0.1106
```

It is run i that is the least stable of them.